[1]
Entry from the OMol25 dataset: the molecule C4H8O at a distorted geometry (wB97M-V/def2-TZVPD).

```
13
Properties=species:S:1:pos:R:3:forces:R:3
C -1.2127 1.0326 -0.5902 -0.449 0.427 -0.141
C 0.5684 -0.8626 -0.8321 1.253 -0.338 -0.567
C 0.2149 -0.1063 1.3961 1.281 0.439 -1.658
C 0.3231 0.3865 -0.0003 -5.335 -1.302 -0.141
O -1.2039 1.2374 -1.7716 -0.062 -0.049 0.358
H 0.9454 1.2043 -0.0375 1.675 1.618 -0.900
H -0.0137 -1.7870 -0.5540 0.784 1.143 0.179
H 1.6541 -1.0195 -0.8920 0.030 -0.647 1.128
H 0.5068 -0.7887 -1.8868 -1.174 0.772 -1.230
H -0.5852 -0.7258 1.4493 -1.953 -2.703 0.291
H 0.0462 0.5442 2.1362 -0.775 3.390 2.457
H 1.1502 -0.4856 1.6665 1.306 -1.536 0.396
H -2.3936 1.3706 -0.0836 3.418 -1.215 -0.172
```
Forces are in eV/Å.

Summary:
Multiplicity ... 1
Strongest force on any atom ... 5.49 eV Å⁻¹
E_HOMO ... -9.12 eV
Structure (SMILES) ... CC(C)C=O
Energy relative to the best compared isomer or geometry (same formula, charge and spin) ... 61.5 kcal per mole
LUMO energy ... 1.1002 eV

---

[2]
Entry from the OMol25 dataset: a cluster of 3 separate species, C2H11NO3 in total at a distorted geometry (wB97M-V/def2-TZVPD).

```
17
Properties=species:S:1:pos:R:3:forces:R:3
C -2.9371 0.6146 0.0157 0.074 -0.114 -0.439
O -2.1752 0.6290 -1.1227 0.279 -0.210 -0.190
C -2.6983 -0.7326 0.9191 -0.788 0.658 -0.168
N -1.5979 -1.4745 0.5872 0.442 -0.009 1.073
H -4.0117 0.6145 -0.2159 0.126 -0.004 0.430
H -2.6235 1.4744 0.5925 -0.237 0.108 0.171
H -2.5208 -0.0016 -1.7664 0.004 0.111 -0.185
H -3.5830 -1.3402 1.0040 -0.239 -0.436 -0.124
H -2.6249 -0.2241 1.8985 0.467 0.045 0.179
H -1.5977 -2.4571 0.8541 0.099 -0.020 -0.493
H -0.6861 -1.0234 0.4806 -0.216 -0.105 -0.249
H 3.3689 1.2210 -3.9619 -0.259 0.103 0.103
H 2.4106 0.2740 -3.2612 0.012 0.107 -0.048
O 2.5033 1.1954 -3.5286 0.250 -0.225 -0.056
H 6.4754 1.0435 2.8960 -0.290 0.042 -0.071
H 6.4324 -0.2797 2.1940 -0.136 -0.104 -0.100
O 5.8656 0.4668 2.4150 0.411 0.052 0.167
```
Forces are in eV/Å.

Summary:
Multiplicity ... 2
Strongest force on any atom ... 1.16 eV Å⁻¹
E_HOMO (spin up / spin down) ... -13.32 / -13.32 eV
Energy relative to the best compared isomer or geometry (same formula, charge and spin) ... 30.1 kcal per mole
LUMO energy (spin up / spin down) ... -3.5556 / -8.5130 eV
<S²> ... 0.755
Total charge ... +1

---

- energy relative to the best compared isomer or geometry (same formula, charge and spin) of number 1 (C4H8O)?
  61.5 kcal per mole